Here is an isolated ion of composition C24H25F6N2 and charge +1 in a non-equilibrium geometry from the OMol25 dataset. Energies are from ωB97M-V/def2-TZVPD.

Last column: Mulliken charge in e.
Geometry (Å):
C -3.760 -2.426 -0.459  -1.0054
C -2.966 -1.169 -0.104  -0.1424
C -2.057 -0.866 -1.276  -0.9392
C -0.687 -1.398 -0.966  0.5296
N 0.333 -0.628 -0.504  0.2914
C 1.626 -1.272 -0.531  -0.6511
C 1.549 -2.683 -0.014  -0.9628
C 0.649 -3.494 -0.891  -0.5962
N -0.562 -2.740 -1.141  0.1076
C -1.718 -3.607 -1.533  -1.2035
C -2.860 -3.657 -0.488  -0.5071
H -4.556 -2.622 0.276  0.3975
H -4.236 -2.301 -1.448  0.3391
H -3.639 -0.334 0.112  0.2112
H -2.407 -1.333 0.832  0.3331
H -2.424 -1.399 -2.169  0.7152
H -1.986 0.200 -1.506  0.0195
H 2.012 -1.253 -1.579  0.2551
H 2.292 -0.674 0.094  0.3331
H 2.545 -3.137 -0.027  0.3884
H 1.182 -2.689 1.009  0.3277
H 1.110 -3.739 -1.854  0.2962
H 0.376 -4.456 -0.432  0.5392
H -2.078 -3.320 -2.536  0.4161
H -1.298 -4.625 -1.621  0.5621
H -2.399 -3.832 0.503  0.3084
H -3.442 -4.559 -0.739  0.3707
F -3.649 2.231 4.228  -0.2680
C -3.739 2.625 2.926  0.8466
F -4.908 2.098 2.434  -0.2519
F -3.899 4.005 2.933  -0.2510
C -2.542 2.269 2.090  0.4520
C -2.682 2.413 0.723  -1.0750
C -1.618 2.087 -0.086  -0.4097
C -0.410 1.630 0.455  -0.0530
C 0.558 1.117 -0.592  0.6948
C 1.988 1.651 -0.441  -0.1164
C 2.499 2.362 0.680  -0.2242
C 3.857 2.685 0.742  -1.3770
C 4.683 2.272 -0.289  0.4201
C 6.162 2.505 -0.115  0.8525
F 6.936 1.932 -1.080  -0.2666
F 6.431 3.866 -0.132  -0.2453
F 6.627 2.043 1.089  -0.2494
C 4.173 1.743 -1.481  -0.9162
C 2.824 1.414 -1.546  -0.4062
C -0.237 1.583 1.850  -0.5735
C -1.311 1.946 2.668  -1.2123
H -3.626 2.737 0.281  0.4325
H -1.750 2.121 -1.173  0.7331
H 0.196 1.285 -1.643  0.6683
H 1.879 2.617 1.541  0.6585
H 4.270 3.221 1.603  0.4009
H 4.821 1.540 -2.334  0.4454
H 2.428 0.908 -2.434  0.4279
H 0.659 1.180 2.344  0.6470
H -1.219 1.924 3.749  0.4828

Output
Electronic energy in eV: -44573.4626
Charge: +1
Largest force on an atom in eV/A: 1.8
SMILES: FC(F)(F)c1ccc(C(c2ccc(C(F)(F)F)cc2)N2CCC[N+]3=C2CCCCC3)cc1
Molecular weight in g/mol: 455.47



Here is C24H25FN5O6RuS2 as an isolated structure in a non-equilibrium geometry from the OMol25 dataset. Energies are from ωB97M-V/def2-TZVPD.

Last column: Mulliken charge in e.
Geometry (Å):
Ru 0.349 0.083 -0.281  0.8756
C 0.871 4.002 0.916  -1.8271
C 0.647 2.615 1.499  1.9834
C 0.164 2.664 2.938  -1.7909
O -0.359 1.920 0.726  -0.4955
C 1.960 1.839 1.442  0.2437
O 2.949 2.254 2.010  -0.6939
O 1.908 0.710 0.790  -0.7045
H -0.057 4.580 0.938  0.4216
H 1.223 3.933 -0.115  0.4369
H 1.628 4.514 1.507  0.4031
H -0.737 3.274 3.018  0.4092
H 0.950 3.081 3.564  0.3894
H -0.068 1.656 3.285  0.3799
H -0.373 2.328 -0.158  0.4894
S -1.827 -0.546 -0.368  -0.4974
C -1.463 -1.857 0.708  0.8622
S 0.147 -1.681 1.235  -0.2798
C -2.352 -2.868 1.016  0.3772
C -3.633 -2.911 0.391  0.0091
N -4.671 -2.945 -0.114  -0.6115
C -1.998 -3.932 1.898  -0.0595
N -1.720 -4.794 2.611  -0.5398
C -1.239 0.153 -7.764  -1.0160
C 0.027 -0.494 -7.223  -1.1051
N 0.002 -0.655 -5.766  0.2592
C 0.446 0.363 -4.990  -0.2596
C 0.592 0.317 -3.639  -0.3550
C 0.923 1.613 -2.909  0.0503
O 1.462 2.505 -3.541  -0.7159
O 0.488 1.656 -1.705  -0.5886
C 0.357 -0.927 -2.993  1.5322
O 0.624 -1.221 -1.814  -0.8538
C -0.287 -1.969 -3.794  0.7409
C -0.760 -3.105 -3.139  -0.9230
C -1.415 -4.062 -3.851  0.3788
F -1.840 -5.176 -3.223  -0.3394
C -1.662 -3.915 -5.226  -1.7287
C -1.183 -2.795 -5.874  0.0028
C -0.473 -1.810 -5.167  -0.0698
N -2.424 -4.868 -5.969  0.3624
C -1.729 -5.653 -6.981  -0.5716
C -2.713 -5.885 -8.154  -0.7434
N -4.081 -5.549 -7.636  -0.1444
C -4.338 -6.304 -6.365  -0.6579
C -3.425 -5.686 -5.281  -0.7196
H -1.180 0.251 -8.848  0.3700
H -1.369 1.151 -7.342  0.3505
H -2.125 -0.431 -7.512  0.2953
H 0.897 0.114 -7.462  0.4876
H 0.197 -1.473 -7.667  0.4764
H 0.698 1.286 -5.500  0.5781
H -0.605 -3.206 -2.070  0.6195
H -1.414 -2.667 -6.923  0.5991
H -1.393 -6.615 -6.576  0.2995
H -0.852 -5.115 -7.328  0.5013
H -2.724 -6.920 -8.488  0.3642
H -2.516 -5.236 -9.005  0.3983
H -4.809 -5.672 -8.334  0.3007
H -4.015 -4.563 -7.352  0.3737
H -4.097 -7.347 -6.560  0.3246
H -5.393 -6.227 -6.116  0.3605
H -2.989 -6.491 -4.689  0.4712
H -4.000 -5.048 -4.613  0.5141

Output
2S+1: 2
<S²>: 0.76
Largest force on an atom in eV/A: 1.4
ΔE to the lowest compared entry with this formula, charge and spin in kcal/mol: 37.3
Molecular weight in g/mol: 663.69



Here is one molecule with the formula C24H25FN6O3S in a non-equilibrium geometry from the OMol25 dataset. Energies are from ωB97M-V/def2-TZVPD.

Last column: Mulliken charge in e.
Geometry (Å):
C -0.176 5.570 -0.003  -1.6664
H 0.109 5.525 1.046  0.3419
H 0.002 6.577 -0.370  0.4616
H -1.235 5.346 -0.090  0.3878
C 0.638 4.562 -0.817  1.3059
N 0.385 3.213 -0.310  0.3292
C -0.806 2.612 -0.270  -0.7707
O -1.869 3.094 -0.612  -0.7078
C -0.748 1.144 0.228  0.5761
N -0.297 0.303 -0.886  0.4978
C 1.014 0.221 -1.166  1.0917
O 1.861 0.899 -0.611  -0.6778
C 1.449 -0.798 -2.227  -1.4325
N 0.997 -2.114 -1.898  1.1263
N 0.639 -3.011 -2.782  -0.9379
N 0.331 -4.079 -2.143  -0.3058
C 0.508 -3.808 -0.829  0.2200
N 0.937 -2.560 -0.663  -0.5200
C 0.233 -4.723 0.231  0.4121
C -0.210 -6.013 0.119  -0.6134
C -0.411 -6.622 1.371  -0.5169
C -0.122 -5.790 2.409  -0.4514
S 0.404 -4.243 1.885  0.0061
H -0.185 -5.996 3.459  0.4850
H -0.754 -7.633 1.496  0.4323
H -0.377 -6.485 -0.831  0.5228
H 2.545 -0.777 -2.236  0.4128
H 1.085 -0.550 -3.227  0.3784
C -1.365 -0.292 -1.671  -1.0424
C -1.919 -1.541 -1.052  0.7638
C -2.361 -2.700 -1.617  -0.9474
C -2.797 -3.519 -0.546  -0.2396
C -2.589 -2.796 0.585  -0.8490
O -2.065 -1.595 0.290  -0.1645
H -2.756 -3.012 1.621  0.5240
H -3.197 -4.509 -0.618  0.5098
H -2.365 -2.949 -2.658  0.4827
H -2.158 0.464 -1.754  0.4662
H -1.030 -0.525 -2.683  0.4787
C 0.037 0.931 1.501  0.1631
C 0.579 -0.313 1.804  0.3109
C 1.244 -0.519 2.998  -0.9163
C 1.352 0.528 3.893  0.1797
C 0.801 1.768 3.629  -0.9518
C 0.141 1.961 2.429  -0.5545
H -0.305 2.921 2.220  0.5172
H 0.890 2.562 4.353  0.4656
F 2.000 0.334 5.062  -0.3574
H 1.672 -1.481 3.235  0.5247
H 0.495 -1.135 1.111  -0.0084
H -1.785 0.854 0.433  0.9193
H 1.196 2.639 -0.106  0.3977
C 0.246 4.632 -2.296  -1.6748
H -0.813 4.414 -2.405  0.3973
H 0.817 3.906 -2.871  0.3275
H 0.441 5.625 -2.691  0.4585
C 2.133 4.822 -0.648  -1.8245
H 2.412 4.764 0.402  0.4021
H 2.386 5.811 -1.020  0.4444
H 2.712 4.085 -1.201  0.4101

Output
Largest force on an atom in eV/A: 1.3
ΔE to the lowest compared entry with this formula, charge and spin in kcal/mol: 0.0
SMILES: CC(C)(C)NC(=O)[C@H](c1ccc(F)cc1)N(Cc1ccco1)C(=O)Cn1nnc(-c2cccs2)n1
Molecular weight in g/mol: 496.57



Here is C24H25IrN5O5S2 as an isolated structure from the OMol25 dataset. Energies are from ωB97M-V/def2-TZVPD.

Last column: Mulliken charge in e.
Geometry (Å):
Ir -0.119 1.062 -0.414  1.1002
O 1.186 4.942 -0.970  -0.6978
C 0.965 3.746 -0.902  0.2714
N -0.090 3.100 -0.345  0.2782
C -1.031 3.742 0.422  -0.2216
O -1.502 4.846 0.273  -0.6688
C -1.375 2.899 1.638  0.8418
C -2.285 3.355 2.575  -0.7667
C -2.557 2.555 3.672  -0.3422
C -1.890 1.348 3.807  -0.9117
C -0.967 0.984 2.838  -0.5355
N -0.719 1.741 1.776  -0.1419
C 2.056 2.763 -1.280  0.5273
C 3.120 3.135 -2.083  -0.7567
C 4.091 2.196 -2.369  -0.3638
C 3.994 0.928 -1.810  -0.8240
C 2.917 0.639 -0.996  -0.2010
N 1.964 1.538 -0.741  -0.0424
H -2.763 4.309 2.408  0.4872
H -3.283 2.868 4.412  0.4129
H -2.076 0.692 4.646  0.4374
H -0.392 0.070 2.901  0.8361
H 3.144 4.145 -2.468  0.4757
H 4.917 2.442 -3.025  0.4176
H 4.734 0.165 -2.009  0.4367
H 2.791 -0.324 -0.520  0.3099
C -2.212 1.611 -4.480  -1.7034
C -1.893 1.292 -3.044  0.7506
S -0.181 1.111 -2.705  -0.5537
C -2.829 1.142 -2.102  0.5879
C -4.299 1.300 -2.375  -1.6305
S -2.422 0.760 -0.432  -0.5050
H -1.300 1.640 -5.077  0.4535
H -2.699 2.586 -4.573  0.2764
H -2.875 0.860 -4.918  0.3245
H -4.571 0.905 -3.356  0.3728
H -4.594 2.354 -2.342  0.2611
H -4.887 0.773 -1.622  0.4266
C 3.104 -4.534 1.142  -1.3618
C 2.512 -3.171 0.802  -1.2529
C 1.001 -2.984 1.103  2.8079
C 0.672 -3.280 2.572  -1.2347
C -0.795 -3.034 2.905  -1.2228
C 0.204 -3.932 0.238  -0.2227
O 0.176 -5.138 0.422  -0.7051
N -0.486 -3.347 -0.767  0.0874
C -0.537 -1.977 -1.134  0.0853
O -1.133 -1.719 -2.150  -0.6454
N 0.097 -1.075 -0.316  0.2206
C 0.731 -1.496 0.811  -0.3636
O 1.191 -0.700 1.628  -0.7095
H 4.160 -4.551 0.864  0.4436
H 2.592 -5.337 0.615  0.2902
H 3.041 -4.742 2.210  0.2986
H 2.674 -2.959 -0.260  0.4115
H 3.027 -2.389 1.365  0.4653
H 1.318 -2.654 3.189  0.4120
H 0.912 -4.326 2.768  0.4978
H -1.096 -2.012 2.669  0.2051
H -0.987 -3.206 3.965  0.4450
H -1.442 -3.708 2.339  0.3291
H -1.004 -3.950 -1.389  0.3000

Output
Charge: -1
Largest force on an atom in eV/A: 0.6
ΔE to the lowest compared entry with this formula, charge and spin in kcal/mol: 0.0
Molecular weight in g/mol: 719.85



- molecular weight of number 3 (C24H25FN6O3S)?
  496.57 g/mol



- molecular weight of number 3 (C24H25FN6O3S)?
  496.57 g/mol



- Number 1 is which compound?
  C24H25F6N2